--- one ---
Density functional theory data (wB97M-V/def2-TZVPD) for 9 unconnected molecules or ions with the total composition C20H63N5O9.

Computed properties:
HOMO level: -9.10 eV
LUMO energy: 0.000 eV
SMILES: COC[C@H](C)N.COC[C@H](C)N.COC[C@H](C)N.COC[C@H](C)N.COC[C@H](C)N.O.O.O.O
Gap between HOMO and LUMO: 0.3345 hartree

Element x y z (Å)
O  -3.05725  15.28879  4.52018
O  -6.24746  19.80308  13.40879
O  -4.96328  22.28933  6.88295
O  -12.22145  21.84313  12.16448
O  -11.33939  20.27143  3.97170
O  -10.54694  17.83304  7.52656
O  -17.69038  18.64346  9.86552
O  -9.21138  26.20233  6.49768
O  -8.90667  22.09419  7.49077
N  -14.60858  20.27097  8.57118
N  -5.87444  21.62268  16.16776
N  -6.25335  17.38861  4.72354
N  -11.02647  25.41486  12.49661
N  -7.10018  27.14345  3.48744
C  -3.95350  16.38276  4.25925
C  -10.30780  27.14338  6.44058
C  -8.61295  25.21973  3.70684
C  -8.27974  26.63485  4.17565
C  -6.04937  15.04178  4.50020
C  -7.07104  19.50338  16.31982
C  -11.36472  22.99770  12.29592
C  -13.38447  24.65104  12.14036
C  -16.59015  19.40297  7.36522
C  -11.44587  20.69652  12.06523
C  -5.31971  16.28397  4.99769
C  -12.01273  24.32781  12.76499
C  -16.03853  20.06676  8.65665
C  -5.96782  19.16885  12.19298
C  -1.72697  15.51682  4.17029
C  -16.37038  19.21867  9.94017
C  -8.10257  26.63374  5.75140
C  -5.24380  19.72283  14.40829
C  -17.88185  17.52614  10.76385
C  -5.68961  20.15518  15.90839
H  -11.11523  26.70224  7.02501
H  -1.21168  14.58975  3.91902
H  -4.74296  22.47315  7.79614
H  -14.21311  20.70799  9.39138
H  -10.72836  27.28649  5.44522
H  -12.14367  24.14896  13.83222
H  -10.07397  28.08872  6.93024
H  -16.19390  18.45600  6.99870
H  -6.18216  17.63446  3.74651
H  -16.47466  20.17636  6.60586
H  -16.19874  19.78529  10.85537
H  -11.66309  19.70147  4.66926
H  -6.69582  21.82456  15.61580
H  -6.29098  26.61166  3.77464
H  -9.61505  21.53924  7.81705
H  -8.56685  25.21730  2.61782
H  -10.56870  17.03176  8.04972
H  -6.49100  19.58937  11.33418
H  -7.26476  26.72917  2.58114
H  -14.10633  19.39648  8.51536
H  -15.68369  18.38330  10.07697
H  -12.10541  19.88593  11.75528
H  -5.65449  14.02599  4.48156
H  -1.17912  16.07919  4.92639
H  -10.95822  23.24423  11.31506
H  -7.23788  26.03433  6.03621
H  -10.41721  20.03344  3.87585
H  -16.52557  21.02181  8.85357
H  -6.38561  18.16428  12.25925
H  -9.24689  22.98583  7.56461
H  -9.71814  17.78607  7.04999
H  -13.26861  24.73385  11.05971
H  -10.44997  22.86390  12.87334
H  -17.88130  17.87632  11.79607
H  -4.17080  16.42221  3.19186
H  -4.38756  20.34288  14.14279
H  -17.06971  16.80470  10.85360
H  -6.28417  15.09141  3.43695
H  -5.91734  22.21209  6.87713
H  -13.81763  25.61611  12.40328
H  -14.03918  23.82859  12.42854
H  -5.20335  22.21890  15.70486
H  -7.00052  15.04094  5.03256
H  -10.95618  20.45868  13.00955
H  -10.61973  20.75138  11.35630
H  -7.73459  24.59376  3.86413
H  -17.66712  19.26479  7.46084
H  -4.90472  19.04415  11.98716
H  -3.50221  17.34040  4.51878
H  -5.12551  16.18140  6.06533
H  -6.93525  18.43052  16.45633
H  -11.39387  26.30629  12.79738
H  -1.63871  16.14297  3.28246
H  -9.02413  27.37263  3.87619
H  -7.88683  27.66103  6.04507
H  -4.95771  18.67602  14.51043
H  -18.81411  16.98617  10.59827
H  -4.90137  19.84863  16.59600
H  -7.40729  19.70982  17.33591
H  -9.53267  24.81336  4.12764
H  -5.87395  18.23256  5.12840
H  -10.98230  25.56940  11.49948
H  -7.81046  19.67936  15.53855

So, what does the Mulliken scheme give us? The charges, in e, come out as:
1 O -0.327
2 O -0.262
3 O -0.646
4 O -0.290
5 O -0.630
6 O -0.600
7 O -0.319
8 O -0.276
9 O -0.603
10 N -0.656
11 N -0.712
12 N -0.702
13 N -0.710
14 N -0.751
15 C -0.596
16 C -0.788
17 C -1.304
18 C 0.430
19 C -1.345
20 C -1.228
21 C -0.599
22 C -1.282
23 C -1.354
24 C -0.804
25 C 0.344
26 C 0.437
27 C 0.447
28 C -0.814
29 C -0.771
30 C -0.746
31 C -0.742
32 C -0.623
33 C -0.800
34 C 0.127
35 H 0.262
36 H 0.265
37 H 0.311
38 H 0.236
39 H 0.315
40 H 0.244
41 H 0.315
42 H 0.310
43 H 0.266
44 H 0.376
45 H 0.401
46 H 0.317
47 H 0.297
48 H 0.281
49 H 0.306
50 H 0.429
51 H 0.290
52 H 0.228
53 H 0.270
54 H 0.243
55 H 0.328
56 H 0.262
57 H 0.354
58 H 0.294
59 H 0.244
60 H 0.378
61 H 0.310
62 H 0.265
63 H 0.308
64 H 0.304
65 H 0.310
66 H 0.284
67 H 0.329
68 H 0.327
69 H 0.290
70 H 0.356
71 H 0.329
72 H 0.326
73 H 0.325
74 H 0.401
75 H 0.298
76 H 0.246
77 H 0.292
78 H 0.339
79 H 0.326
80 H 0.329
81 H 0.348
82 H 0.341
83 H 0.367
84 H 0.354
85 H 0.356
86 H 0.274
87 H 0.330
88 H 0.195
89 H 0.351
90 H 0.390
91 H 0.267
92 H 0.347
93 H 0.381
94 H 0.306
95 H 0.264
96 H 0.244
97 H 0.261

--- two ---
Density functional theory data (wB97M-V/def2-TZVPD) for 9 unconnected molecules or ions with the total composition C20H63N5O9.

Computed properties:
HOMO level: -9.11 eV
LUMO energy: 0.432 eV
SMILES: COC[C@H](C)N.COC[C@H](C)N.COC[C@H](C)N.COC[C@H](C)N.COC[C@H](C)N.O.O.O.O
Gap between HOMO and LUMO: 0.3507 hartree

Element x y z (Å)
O  2.60674  0.88030  -6.24637
O  -0.03211  11.89055  -0.29983
O  7.55668  -2.06008  0.76947
O  8.41232  0.13970  -5.44655
O  -1.28116  -0.00496  -0.49616
O  -4.86159  -8.18165  -0.99207
O  7.95607  -11.07424  -2.06747
O  -7.29176  3.51667  5.50067
O  8.58120  1.88415  -1.11061
N  -8.46645  -8.02498  -0.17146
N  0.38130  15.29526  1.02800
N  8.73262  -7.51787  -2.39153
N  2.07728  -1.07128  -1.48286
N  -7.72322  6.20447  4.56481
C  8.87073  -10.01319  -2.41869
C  -0.29942  14.06474  0.54294
C  -7.08312  2.38145  6.30971
C  0.12329  0.08001  -0.55961
C  -6.20876  -8.62447  -1.01171
C  0.68065  -1.27213  -1.11818
C  0.61940  13.06618  -0.02806
C  0.66749  -2.57882  -0.16166
C  -6.37449  4.56608  5.97181
C  -1.82978  0.64345  0.59072
C  -7.17366  -7.45696  -0.58181
C  -6.80828  -6.41508  0.58941
C  -4.32500  -7.81478  -2.27450
C  7.10640  -8.54845  -3.52795
C  -6.43155  5.66928  4.83860
C  -1.45119  14.61570  -0.48240
C  8.02537  -8.71543  -2.36775
C  -5.60156  6.86634  5.03995
C  8.67890  -12.41476  -2.09279
C  -0.04910  11.01572  0.81901
H  9.33876  -10.16741  -3.39093
H  -0.30146  15.94938  1.38310
H  -2.12953  15.25806  0.07914
H  8.26602  1.14731  -0.58721
H  9.61389  -7.87770  -2.05390
H  0.80675  13.51999  -1.00122
H  9.50685  -12.51137  -1.39047
H  -1.40506  0.47917  1.58105
H  -2.20060  13.87465  -0.76046
H  -0.82625  11.24798  1.54717
H  -7.78232  1.58586  6.05229
H  8.13310  -0.77537  -5.41643
H  -6.82518  -6.91817  1.55622
H  9.68321  -10.07483  -1.69469
H  6.44502  -7.69120  -3.40225
H  -6.08542  1.94475  6.26490
H  -3.24395  -7.92558  -2.18996
H  -5.36700  7.32637  4.08004
H  -7.33003  2.65302  7.33606
H  7.43391  -2.61637  1.53870
H  8.45354  0.34743  -6.38003
H  -7.26670  -6.83712  -1.47358
H  1.05310  15.01838  1.72950
H  -9.11909  -7.25953  -0.26222
H  -4.67546  -8.25929  -3.20599
H  7.87166  -2.65620  0.09000
H  9.17411  -12.55706  -3.05333
H  0.13644  -1.54175  -2.02328
H  -6.26851  -9.28705  -0.14828
H  1.36492  -3.29897  -0.58953
H  -7.61935  -5.70763  0.76194
H  -0.21361  9.98949  0.49050
H  -6.09359  7.58200  5.69861
H  -4.71121  -6.80935  -2.44200
H  -6.04482  5.21267  3.92754
H  -0.97680  15.15835  -1.30009
H  0.30479  0.91765  -1.23305
H  7.37686  -8.82857  -1.49900
H  1.02776  -2.35393  0.84219
H  1.68482  0.75445  -6.02171
H  -5.75484  -6.13747  0.55353
H  -8.16912  5.32579  4.34296
H  -0.19750  -3.23978  -0.10659
H  -4.72418  6.56690  5.61322
H  8.77102  1.50509  -1.96882
H  9.07877  -7.25971  -3.30456
H  8.00309  -13.26366  -1.98914
H  1.56498  12.96601  0.50481
H  -0.80459  13.61527  1.39785
H  2.46209  -1.93539  -1.83689
H  -5.31097  4.32903  6.00076
H  -8.20465  6.66818  5.32197
H  -6.79708  4.96254  6.89503
H  3.08229  0.32513  -5.62840
H  -8.64085  -8.60462  -0.97997
H  -2.89489  0.43260  0.68659
H  0.43772  0.31205  0.45793
H  -1.74533  1.70839  0.37424
H  7.49871  -8.61106  -4.54297
H  0.86888  10.93094  1.40058
H  2.58918  -0.87028  -0.63571
H  -6.48250  -9.35700  -1.77102
H  6.39597  -9.37232  -3.45979

So, what does the Mulliken scheme give us? The charges, in e, come out as:
1 O -0.638
2 O -0.309
3 O -0.632
4 O -0.629
5 O -0.326
6 O -0.341
7 O -0.334
8 O -0.310
9 O -0.647
10 N -0.760
11 N -0.704
12 N -0.698
13 N -0.683
14 N -0.681
15 C -0.699
16 C 0.559
17 C -0.754
18 C -0.678
19 C -0.935
20 C 0.382
21 C -0.722
22 C -1.334
23 C -0.670
24 C -0.755
25 C 0.605
26 C -1.347
27 C -0.748
28 C -1.517
29 C 0.348
30 C -1.390
31 C 0.434
32 C -1.317
33 C -0.768
34 C -0.793
35 H 0.361
36 H 0.247
37 H 0.392
38 H 0.323
39 H 0.278
40 H 0.282
41 H 0.308
42 H 0.324
43 H 0.329
44 H 0.291
45 H 0.265
46 H 0.313
47 H 0.380
48 H 0.393
49 H 0.381
50 H 0.287
51 H 0.246
52 H 0.319
53 H 0.313
54 H 0.314
55 H 0.318
56 H 0.195
57 H 0.228
58 H 0.284
59 H 0.339
60 H 0.320
61 H 0.316
62 H 0.263
63 H 0.376
64 H 0.389
65 H 0.332
66 H 0.279
67 H 0.323
68 H 0.297
69 H 0.230
70 H 0.350
71 H 0.309
72 H 0.226
73 H 0.308
74 H 0.318
75 H 0.318
76 H 0.333
77 H 0.327
78 H 0.374
79 H 0.319
80 H 0.290
81 H 0.276
82 H 0.447
83 H 0.175
84 H 0.260
85 H 0.345
86 H 0.252
87 H 0.344
88 H 0.318
89 H 0.260
90 H 0.260
91 H 0.379
92 H 0.322
93 H 0.372
94 H 0.339
95 H 0.255
96 H 0.498
97 H 0.382

Most stable to least stable, the ends of the list are one and two.